[1]
# C35H39BrHfN5O7Si2

A molecular structure, C35H39BrHfN5O7Si2 at a distorted geometry (ωB97M-V/def2-TZVPD, the OMol25 dataset).

Calculated values
energy relative to the best compared isomer or geometry (same formula, charge and spin) = 203.2 kJ/mol
Kohn-Sham gap (spin up / spin down) = 4.246 / 4.247 eV
calculated total energy = -5358.83833 Eh
total charge = -1

Geometry as XYZ:
```
90
Properties=species:S:1:pos:R:3:forces:R:3:lowdin_charge:R:1
Hf 1.13477 0.46242 -0.60283 1.5467 2.6975 -1.2206 1.406
Br -7.02659 -5.12996 4.16765 0.2886 -0.0496 -0.2312 0.678
Si -0.15076 2.18394 0.99231 -0.9765 1.1801 1.0942 0.606
Si -0.76347 1.52128 -2.41059 -0.1175 1.0976 -0.4802 0.643
O 1.04487 -0.61879 1.63535 -0.0343 -0.1449 0.0728 -0.064
O 4.63857 -0.31771 -0.83558 -0.0284 -0.2070 0.0035 0.064
O 3.11318 0.79670 -4.35603 -0.0407 -0.2687 -0.0090 0.061
O 2.93376 0.63173 0.23728 1.3173 -0.3540 1.0999 -0.204
O 2.24556 3.05855 -1.00078 -0.1468 0.0387 0.1528 -0.117
O 2.16069 0.42879 -2.38222 0.1383 -0.5125 -0.0468 -0.180
O -0.66720 -0.18516 -0.51247 -3.9453 -4.3118 0.6412 -0.364
N 1.44056 -1.80193 -0.78313 -0.1048 -1.5363 0.2768 0.055
N -1.31166 -5.61358 0.16355 -1.2817 -1.9081 -0.1590 0.071
N 2.21017 -1.01104 3.53800 0.0661 -0.2290 0.0838 0.029
N -2.36513 -6.25413 0.49567 2.6931 -0.7985 -0.8999 0.052
N 0.48180 -2.40584 2.88864 -0.3425 -0.3229 -0.1167 0.199
C -1.24408 -4.28820 -0.02440 -0.4048 2.1725 0.1500 -0.256
C 0.68955 3.51163 2.17666 -0.3439 -0.4791 -0.6296 -0.234
C -2.29552 4.09432 0.59016 -0.0293 0.0759 0.0456 -0.130
C -1.31352 1.31258 2.30462 0.4671 0.1843 -0.4930 -0.224
C -5.73645 -6.21416 1.84894 -0.2696 0.2675 0.3850 -0.141
C -0.87759 -1.48489 -0.43084 -0.9792 1.2433 0.2126 -0.291
C 2.44745 -3.95294 -0.54888 -0.9371 -0.9455 0.2091 -0.020
C 2.70904 3.35855 -2.31483 0.0587 0.2929 -0.7306 -0.246
C -5.55722 -5.41174 2.96733 -0.3352 -0.0369 0.1445 -0.685
C -3.65610 4.34817 -1.36196 -0.0869 0.0823 -0.1412 -0.117
C -3.37172 4.68219 -0.04933 -0.1139 0.1387 0.1196 -0.119
C -3.41599 -5.84308 1.22893 -1.9730 0.9719 1.3970 -0.324
C -3.28259 -5.01753 2.37474 0.3143 -0.3962 -0.6108 -0.038
C 3.42276 4.70860 -2.13198 -0.2343 -0.1696 -0.0431 -0.091
C 1.25410 -1.31500 2.62624 0.0171 0.4066 0.0118 -0.564
C -0.27904 2.39172 -4.09585 -0.1608 -0.1616 0.5614 -0.232
C -2.18498 0.36553 -3.06343 0.4960 0.1407 0.4380 -0.222
C -4.33319 -4.81691 3.23582 -0.3151 0.0266 0.1771 -0.134
C -2.33627 -3.37943 -0.05097 0.5774 -0.9411 -0.0901 0.005
C 0.22951 -2.36569 -0.52370 0.5631 -1.3017 -0.1006 -0.160
C -4.67839 -6.43593 1.00010 0.7737 0.2580 -0.2905 -0.028
C -1.49466 3.14810 -0.04302 0.6284 -0.3015 0.3251 -0.300
C 3.05203 0.15360 3.38207 -0.0037 0.2357 -0.0970 -0.054
C 1.21959 -4.54666 -0.29529 1.1232 0.1864 -0.1889 0.011
C 3.73805 2.23761 -2.56949 -0.3176 -0.4966 -0.3325 -0.082
C 2.51040 -2.59337 -0.80431 -0.2629 1.2308 -0.2620 -0.062
C -1.76152 2.83911 -1.38280 0.2553 -0.6008 -0.5983 -0.302
C 3.92980 0.63829 -0.57446 2.0039 0.8741 -0.3413 -0.591
C -2.83668 3.45099 -2.02100 -0.1466 0.1082 0.0700 -0.128
C -2.15857 -2.03882 -0.24482 0.2403 0.7492 -0.0219 0.022
C 3.52743 3.11384 -0.37357 0.6443 0.1586 0.4909 -0.267
C 4.07726 4.49994 -0.75765 -0.1595 -0.1145 0.1907 -0.094
C 4.29384 2.02877 -1.14330 -0.2792 -0.4109 0.4502 -0.093
C 2.96810 1.02757 -3.16941 0.9397 1.0775 -0.8211 -0.589
C 0.06746 -3.75993 -0.29931 -0.5537 0.7221 0.0102 -0.100
H -0.11836 -2.69858 2.13016 0.0612 0.0420 0.1442 0.088
H 1.57607 3.10311 2.65384 0.2318 -0.1548 0.0775 -0.014
H 3.42806 2.93715 0.69743 -0.0464 0.0119 -0.1606 0.151
H 0.98156 4.39973 1.62779 0.1360 0.2419 -0.1768 0.003
H -1.83933 0.48551 1.83850 -0.1670 -0.2297 -0.1031 -0.001
H 3.45365 -2.11171 -1.02059 0.0574 0.1828 0.0502 0.104
H 4.50628 2.52398 -3.29097 -0.1545 -0.0191 0.0938 0.153
H 4.09610 -0.10577 3.56088 -0.0140 -0.0045 -0.0244 0.085
H -3.04701 3.20312 -3.05170 -0.0755 -0.0251 -0.1997 0.086
H 0.62754 1.95951 -4.51079 0.2096 -0.0996 -0.0361 -0.003
H -6.70234 -6.65913 1.65074 0.0194 -0.0079 0.0138 0.098
H -2.05726 1.99914 2.70431 -0.0842 0.1872 0.0173 0.009
H 1.12818 -5.60228 -0.09258 0.0125 -0.0878 -0.0128 0.108
H -4.50971 4.78209 -1.86677 -0.0512 0.0800 -0.0347 0.088
H -0.12173 3.45912 -3.96221 0.0539 0.2448 0.0264 0.005
H -4.79999 -7.05605 0.12327 0.0272 -0.1092 0.0021 0.109
H 5.16526 4.49813 -0.80606 0.0393 -0.0064 0.0741 0.111
H -2.80548 0.03111 -2.23840 -0.1716 -0.0830 0.1934 -0.002
H -3.99961 5.38950 0.47470 -0.0477 0.1072 0.0813 0.087
H 1.88276 3.37479 -3.01919 -0.0719 -0.0665 0.0753 0.135
H -1.05548 2.26812 -4.84719 -0.2294 0.0078 -0.1009 0.004
H 0.75501 -3.11078 3.54947 0.1028 0.0473 -0.0188 0.101
H -3.00340 -1.36531 -0.22517 -0.0022 0.0673 -0.0431 0.124
H 2.75331 0.95087 4.06753 0.0256 0.0039 -0.0411 0.084
H -1.77535 -0.51990 -3.54089 0.1048 -0.2266 -0.1890 0.013
H -2.83360 0.86480 -3.78309 0.0423 0.1490 -0.0556 0.010
H 3.35681 -4.53492 -0.55447 0.0326 -0.0232 -0.0241 0.107
H -3.33995 -3.76199 0.06676 0.0295 0.0718 0.0197 0.112
H 3.75765 5.25166 -0.03859 0.0277 0.0463 0.0265 0.109
H -2.32508 -4.55293 2.57214 -0.0102 -0.0008 0.0452 0.108
H 0.01123 3.81416 2.96962 -0.2133 0.0717 0.1397 0.001
H 2.68823 5.51267 -2.09977 -0.0018 0.0033 -0.0490 0.115
H 2.93830 0.49542 2.35251 0.1240 0.0512 0.1955 0.062
H -4.21006 -4.19210 4.11115 -0.0161 -0.0284 -0.0208 0.102
H 4.13720 4.91481 -2.92556 -0.0007 -0.0223 -0.0871 0.113
H 5.38213 2.12964 -1.10889 -0.1649 0.0023 0.0279 0.155
H -2.07445 4.37023 1.61192 -0.0425 0.0358 0.2175 0.085
H -0.74367 0.91124 3.14039 0.1649 -0.0653 0.1556 0.001
H 2.29510 -1.55025 4.38397 -0.1652 -0.0138 -0.1575 0.133
```
Forces are in eV/Å.

[2]
# C35H39Cl3GeIN6O2SbSeTi

A molecular structure, C35H39Cl3GeIN6O2SbSeTi at a distorted geometry (ωB97M-V/def2-TZVPD, the OMol25 dataset).

Calculated values
Kohn-Sham gap (spin up / spin down) = 6.650 / 6.635 eV
calculated total energy = -9082.17125 Eh
total charge = +2

Geometry as XYZ:
```
90
Properties=species:S:1:pos:R:3:forces:R:3:lowdin_charge:R:1
I 0.07129 2.35416 -3.77405 -0.0080 0.0294 0.0749 1.095
Sb -1.28099 -0.48535 1.83959 0.1676 0.1376 -0.4491 1.607
Se 2.52445 7.23350 1.37271 -0.2186 -0.5185 -0.2010 1.227
Ge -3.42108 1.10461 -2.42815 -0.2237 0.1629 -0.2576 0.177
Ti -0.19810 0.20886 -0.85189 0.4712 -0.2844 0.9873 0.671
Cl -2.15630 -1.10787 -1.20595 0.0511 0.2532 -0.0116 0.155
Cl -4.42167 -0.00015 -3.99728 -0.0296 -0.0476 0.0793 0.096
Cl -5.08035 1.20760 -0.96041 0.0354 0.0015 0.0058 0.056
O 1.13060 -0.77524 -0.15511 -0.1539 -0.1477 -0.1255 -0.267
O 1.39473 -4.58645 -3.59965 -0.0584 -0.0425 -0.0114 -0.048
N 0.92301 6.44820 1.42542 0.0725 0.1122 0.0572 -0.204
N 0.27362 -0.82161 -2.71874 0.0039 -0.0907 -0.0761 -0.042
N -0.74816 2.13926 0.01727 -0.3451 0.1745 -0.1556 -0.015
N 3.97262 -2.95771 0.03083 0.0063 0.1417 0.1439 0.156
N 3.27381 5.84191 0.54592 0.0526 0.1187 0.0727 -0.203
N 1.59255 1.59788 -1.02828 0.0834 -0.1531 -0.0002 -0.029
C -0.50774 0.96824 3.24307 0.0210 0.1889 0.0860 -0.527
C 2.75555 1.26193 -1.58043 0.0384 0.0195 0.0206 -0.114
C 2.57690 3.66364 -0.29041 -0.0207 -0.1616 -0.0891 -0.057
C -0.51152 -0.64828 -3.92152 -0.0586 0.0096 0.0769 -0.373
C 1.00458 1.09378 3.10562 0.0546 -0.0321 -0.1580 -0.134
C -1.80934 -1.69971 -5.66573 0.0717 0.0206 0.0807 -0.054
C 0.19399 3.09505 0.14459 0.0963 0.1882 0.1093 -0.154
C 2.34650 4.93597 0.37819 0.1695 0.1627 0.0123 -0.336
C -2.35193 3.67617 0.92832 0.1127 -0.1143 -0.0516 0.012
C -1.99709 2.44311 0.39465 -0.0464 0.0618 0.0194 -0.191
C 1.05956 -1.84611 -2.77977 0.0416 0.0313 0.0245 -0.022
C -3.95870 0.50283 3.04366 0.0650 0.0276 0.0427 -0.120
C -0.88744 0.79348 4.70976 -0.0628 -0.1349 0.0182 -0.112
C -3.43383 -0.34827 1.89431 -0.1536 0.0981 -0.0519 -0.571
C -0.06649 4.33802 0.72628 -0.0213 -0.1828 -0.0808 -0.055
C -0.67602 0.58242 -4.55323 -0.1814 -0.2675 -0.1706 -0.683
C -1.36988 0.65527 -5.75560 0.0531 0.1091 0.0429 -0.157
C 3.15035 -1.96165 0.33155 -0.1045 -0.1915 -0.1933 -0.257
C 2.05219 -1.69579 -0.50194 0.1274 0.0874 -0.1856 -0.249
C 3.79612 3.29462 -0.86464 -0.1152 -0.0817 -0.0155 0.058
C 2.72896 -4.22363 -3.28026 0.0597 -0.0247 -0.0716 -0.184
C -4.09854 -1.71796 1.87148 0.1060 -0.1296 0.0415 -0.132
C 1.50780 2.77331 -0.39055 0.0311 0.1793 0.0446 -0.184
C -1.37219 4.63052 1.12201 -0.0199 -0.1380 -0.0442 0.065
C -1.11675 -1.78024 -4.46986 -0.0501 0.0982 -0.1500 -0.042
C -1.92010 -0.48250 -6.31816 0.0045 -0.0596 0.0027 -0.074
C -1.02072 -2.59545 4.00691 0.0250 0.0589 -0.0149 -0.120
C 1.04275 5.27288 0.86542 -0.0425 0.2032 0.0908 -0.337
C 3.78199 -3.68118 -1.06245 -0.1406 -0.1366 -0.2652 -0.053
C 3.47852 -1.16169 1.54698 -0.1140 0.1539 0.0643 0.000
C 0.33046 -3.16176 1.95636 0.1019 0.0378 -0.0840 -0.115
C 1.92692 -2.34835 -1.73459 0.3774 -0.0303 0.1584 -0.060
C 3.88058 2.07997 -1.51451 -0.1001 -0.0197 0.0118 0.015
C -0.92660 -2.50284 2.48508 -0.2621 -0.1932 0.1100 -0.525
C 2.80600 -3.41150 -2.01307 0.0487 0.1488 0.2278 -0.108
H -1.89803 -2.09236 4.41474 -0.0332 0.0149 0.0069 0.071
H 2.83614 -0.29026 1.64566 0.0279 -0.0201 0.0069 0.047
H 3.39497 -1.77390 2.44467 -0.0138 -0.0213 0.0301 0.093
H 1.50894 0.19659 3.46700 0.0059 -0.0309 0.0151 0.078
H -3.68253 0.14518 0.95380 0.0278 -0.0850 0.0441 -0.029
H -1.05221 -2.72631 -3.94757 0.0215 0.0051 0.0233 0.125
H -5.03510 0.63273 2.92701 -0.0541 0.0117 -0.0290 0.095
H -3.93963 -2.26099 2.80501 0.0043 -0.0169 0.0089 0.081
H -0.53219 1.66283 5.26488 0.0081 0.0573 0.0346 0.093
H -0.40989 -0.08180 5.14820 -0.0105 0.0162 -0.0116 0.069
H -2.45873 -0.40905 -7.25177 -0.0151 0.0104 -0.0261 0.124
H 0.38199 -4.18389 2.33493 -0.0019 -0.0368 0.0147 0.099
H 4.64123 3.96579 -0.80291 0.0262 0.0308 0.0131 0.136
H 3.37346 -5.09989 -3.18339 -0.0102 0.0436 -0.0107 0.134
H 1.23035 -2.64716 2.29184 0.0454 0.0219 0.0046 0.066
H -2.74685 1.67262 0.27099 0.0181 0.0719 0.0051 0.005
H 4.51610 -0.83807 1.48293 0.0367 0.0095 0.0035 0.099
H -1.95966 0.71715 4.87225 0.0116 -0.0062 0.0014 0.058
H -3.79736 0.02170 4.00830 -0.0173 -0.0198 0.0145 0.074
H -1.07866 -3.64408 4.30102 -0.0042 -0.0528 -0.0066 0.095
H -0.13403 -2.17495 4.48255 0.0059 0.0061 0.0042 0.075
H 4.46739 -4.50750 -1.20852 0.0211 -0.0339 -0.0305 0.130
H -1.48303 1.61011 -6.25001 0.0071 0.0067 -0.0085 0.104
H -0.97186 1.89217 2.87694 0.0009 -0.0559 -0.0063 0.067
H -3.38372 3.85635 1.19172 -0.0335 0.0012 0.0110 0.132
H 1.19870 -5.45182 -3.22707 -0.0092 -0.0055 -0.0127 0.109
H 1.13342 -2.36821 -3.72966 -0.0584 0.0468 0.0580 0.135
H -3.75853 -2.34238 1.04455 -0.0075 0.0230 -0.0157 0.057
H 2.79026 0.31746 -2.10854 0.0068 0.0310 0.0200 0.119
H -5.17380 -1.58197 1.75474 -0.0584 0.0138 -0.0069 0.095
H 0.33986 -3.21366 0.86853 0.0088 0.0027 -0.0409 0.071
H -1.79323 -3.00851 2.04763 0.0559 0.0517 0.0296 0.078
H -3.50966 1.49686 3.08220 0.0250 0.0311 0.0013 0.066
H 3.11436 -3.64512 -4.12518 -0.0290 -0.0183 0.0233 0.139
H 1.32595 1.26324 2.07307 -0.0197 0.0028 0.0311 0.042
H -1.59169 5.59429 1.55980 -0.0120 0.0447 0.0152 0.137
H -2.27071 -2.58616 -6.07564 -0.0143 -0.0263 -0.0181 0.124
H 4.79872 1.75862 -1.98409 0.0133 -0.0042 -0.0061 0.128
H 1.36439 1.92845 3.70967 0.0061 0.0448 0.0169 0.095
```
Forces are in eV/Å.